Computed, not measured: a gas-phase ion, CH5NO2PS (charge -1) in a non-equilibrium geometry, with wB97M-V/def2-TZVPD.

```
11
Properties=species:S:1:pos:R:3:lowdin_charge:R:1
C 1.339 1.693 -0.487 -0.493
S 1.406 0.113 0.521 0.419
P -0.645 -0.540 -0.093 0.010
N -1.099 -1.825 1.098 -0.120
O -1.517 0.586 0.077 -0.397
O -0.415 -1.237 -1.365 -0.441
H 1.344 1.191 -1.512 0.023
H 2.347 2.115 -0.220 0.004
H 0.376 2.176 -0.143 0.019
H -1.151 -2.726 0.659 -0.007
H -1.985 -1.546 1.465 -0.016
```

The spin multiplicity is 1. The total energy is -986.0264 a.u. As for the charge: -1. As for the SMILES: CS[P@@](N)(=O)[O-]. The calculation puts the HOMO-LUMO gap at 7.79 eV. The value obtained for the molecular weight is 126.10 g/mol.